Record 1
The following is a DFT calculation (the ωB97M-V functional and the def2-TZVPD basis) of a structure of composition C34H32NP2S2V in a non-equilibrium geometry.

Geometry as XYZ:
```
72
Properties=species:S:1:pos:R:3:forces:R:3
V -0.51306 1.30746 0.18555 -0.320 0.311 -1.419
C 1.59344 1.62826 2.62115 -0.058 0.003 0.034
P 1.65234 1.23406 0.81075 2.075 0.171 0.535
C 2.79054 2.35886 -0.04215 -0.045 0.212 -0.182
C 2.39784 3.69916 -0.08725 0.025 -0.159 0.215
C 2.96614 4.56316 -0.99905 0.109 0.207 -0.072
C 3.91754 4.10076 -1.89855 -0.019 -0.041 0.049
C 4.31894 2.77636 -1.85025 0.140 0.107 -0.210
C 3.76584 1.90686 -0.92975 -0.235 -0.026 0.412
C 2.50174 -0.36144 0.68745 -0.029 -0.343 0.128
C 3.28794 -0.95744 1.67165 -0.146 0.214 -0.285
C 3.66604 -2.28374 1.53785 0.129 -0.148 0.086
C 3.28164 -3.01304 0.42575 0.004 -0.012 -0.186
C 2.54444 -2.40754 -0.58885 0.188 -0.285 0.069
C 2.15144 -1.09454 -0.45045 0.078 0.198 0.050
C 0.32594 0.92516 3.02805 0.180 -0.062 0.348
C -0.12456 0.29296 4.17295 0.224 0.059 0.223
C -1.39786 -0.23894 3.86865 -0.249 -0.017 0.132
C -1.66616 0.10586 2.55705 -0.377 -0.066 0.515
C -2.68766 -0.30584 1.53475 -0.234 0.091 -0.195
P -1.39816 -0.90794 0.30315 -1.103 -1.349 0.023
C -1.10736 -2.43074 1.30605 0.409 0.214 -0.271
C 0.14384 -2.67534 1.84615 -0.070 0.069 -0.065
C 0.39264 -3.84314 2.54335 0.080 -0.167 0.047
C -0.60536 -4.78864 2.69005 0.079 -0.095 0.128
C -1.87816 -4.52214 2.21555 -0.158 -0.090 -0.005
C -2.13476 -3.34064 1.54825 0.007 0.077 0.094
C -1.92266 -1.68584 -1.29025 0.001 -0.049 -0.175
C -2.39396 -2.98394 -1.50615 0.011 0.085 0.125
C -2.49606 -3.49674 -2.78835 -0.123 -0.202 -0.072
C -2.12926 -2.73974 -3.88815 0.112 0.170 0.007
C -1.64006 -1.45664 -3.68955 -0.121 -0.222 -0.290
C -1.54126 -0.94294 -2.41235 -0.033 0.151 0.283
N -0.61216 0.79866 2.06215 -0.246 -0.008 1.637
H 1.49904 2.71856 2.72585 0.116 -0.146 -0.059
H 2.47244 1.29906 3.18325 -0.102 0.088 -0.071
H 1.59484 4.03156 0.56695 0.060 0.052 -0.157
H 2.63594 5.59146 -1.04985 -0.037 0.053 0.027
H 4.32014 4.76176 -2.65405 0.044 0.049 0.002
H 5.03994 2.40426 -2.56285 0.128 -0.015 -0.068
H 4.05664 0.86456 -0.91515 0.039 0.004 -0.065
H 3.59044 -0.40134 2.54745 -0.059 0.028 0.073
H 4.24714 -2.75454 2.32165 0.012 -0.025 -0.009
H 3.54994 -4.05784 0.34685 0.023 -0.051 -0.009
H 2.24644 -2.97654 -1.45915 -0.012 -0.018 -0.037
H 1.53444 -0.60744 -1.20135 -0.020 -0.127 -0.001
H 0.38464 0.22656 5.12005 0.089 -0.012 0.080
H -2.02526 -0.80084 4.53955 -0.104 -0.106 0.012
H -3.23486 0.54466 1.12015 0.051 -0.130 0.104
H -3.38096 -1.06134 1.90455 0.116 -0.034 -0.028
H 0.91144 -1.92784 1.73595 0.112 -0.005 0.006
H 1.37324 -4.01914 2.95765 0.148 -0.025 0.053
H -0.40526 -5.72644 3.18785 0.042 -0.060 0.109
H -2.67376 -5.24064 2.36185 -0.053 -0.030 0.039
H -3.14696 -3.12334 1.23215 0.021 -0.006 -0.058
H -2.64366 -3.62954 -0.67705 -0.010 0.043 -0.107
H -2.84466 -4.51304 -2.92745 -0.041 -0.013 0.011
H -2.19746 -3.15004 -4.88635 -0.011 -0.053 -0.055
H -1.30916 -0.86294 -4.53105 -0.019 0.078 -0.033
H -1.12026 0.05016 -2.27155 -0.079 -0.077 -0.050
C -1.76736 3.62246 -3.61595 -0.104 0.026 0.119
C -1.63396 3.10786 -2.20865 -0.265 -0.060 0.052
S -0.16866 2.20346 -1.88875 0.536 0.465 -1.157
C -2.51976 3.33156 -1.22155 0.105 0.134 -0.178
C -3.82686 4.05876 -1.35655 0.193 -0.049 -0.172
S -2.16936 2.82416 0.41455 -0.859 0.567 0.354
H -1.12506 3.03796 -4.27175 -0.036 0.059 -0.110
H -1.44956 4.66636 -3.65885 0.033 0.088 -0.156
H -2.79356 3.56526 -3.98015 -0.057 0.021 -0.061
H -4.12746 4.16166 -2.39695 -0.091 0.078 -0.108
H -3.74616 5.05246 -0.91345 -0.124 0.114 0.040
H -4.59646 3.50756 -0.81335 -0.070 0.100 -0.039
```
Forces are in eV/Å.

The total charge is -1. For the strongest force on any atom, the calculation gives 0.04180 Eh/bohr. The spin multiplicity is 4. The calculation puts the highest occupied orbital energy (alpha / beta) at -3.2 / -3.5 eV. The value obtained for the total energy is -103205.5039 eV. The calculation puts the gap between HOMO and LUMO (alpha / beta) at 5.8 / 6.2 eV.

Record 2
The following is a DFT calculation (the ωB97M-V functional and the def2-TZVPD basis) of a structure of composition C34H33GeO3Tc.

Geometry as XYZ:
```
72
Properties=species:S:1:pos:R:3:forces:R:3
Tc 0.37964 0.61692 0.65180 -0.106 -0.079 -0.076
C -2.16650 -5.52535 -0.93000 0.015 0.000 -0.031
O -2.54058 -5.19757 0.41361 -0.016 -0.006 0.015
C -2.16092 -4.04588 0.93237 -0.003 0.027 0.040
C -2.61612 -3.79178 2.24858 0.016 0.034 -0.003
C -2.29361 -2.62019 2.85245 -0.011 -0.044 0.000
C -1.48698 -1.62955 2.21874 0.078 0.019 -0.044
C -1.15292 -0.44709 2.92501 -0.041 -0.006 0.024
C -1.67692 -0.14595 4.29596 0.021 0.003 -0.012
O -0.35882 0.46016 2.49402 0.060 0.017 -0.033
C -1.02571 -1.92181 0.90058 -0.085 -0.025 0.062
O -0.23953 -1.10361 0.18358 0.020 0.054 -0.011
C -1.36696 -3.11003 0.27416 0.033 0.035 -0.031
H -2.61593 -6.49149 -1.12919 0.002 0.003 -0.001
H -1.08186 -5.59624 -1.01746 -0.003 0.000 0.002
H -2.55885 -4.78350 -1.62572 -0.002 -0.006 0.003
H -3.22758 -4.53668 2.73710 -0.004 -0.003 0.002
H -2.65215 -2.44500 3.85546 -0.006 -0.001 0.003
H -2.68208 -0.51851 4.46295 -0.008 0.004 -0.015
H -1.66066 0.93068 4.44378 0.015 -0.001 0.003
H -1.01254 -0.59681 5.03821 -0.016 -0.029 0.000
H -1.00228 -3.26994 -0.72930 -0.004 -0.006 0.005
C -2.70444 4.85540 -0.16603 0.000 -0.001 -0.017
C -2.32543 3.84242 -1.26215 0.001 0.018 0.038
C -1.56035 4.54901 -2.39034 0.002 0.001 -0.008
C -3.58771 3.16259 -1.81170 0.007 -0.009 -0.004
C -1.45943 2.83445 -0.65226 -0.026 -0.040 -0.107
C -0.73314 1.98985 -0.15627 0.081 -0.045 0.206
H -3.34806 5.61898 -0.60350 0.001 0.003 0.005
H -1.81807 5.34224 0.24166 -0.003 0.003 0.004
H -3.24594 4.37167 0.64631 -0.002 0.002 0.004
H -2.20261 5.30938 -2.83510 0.001 0.002 -0.001
H -1.27182 3.84495 -3.17067 0.002 0.000 0.000
H -0.66373 5.03818 -2.00802 0.000 -0.001 0.000
H -4.23838 3.92084 -2.24760 -0.001 0.000 -0.002
H -4.13467 2.65331 -1.01877 -0.006 0.000 0.000
H -3.33749 2.43807 -2.58632 -0.001 -0.002 -0.001
C 2.15435 0.88089 0.95247 -0.112 0.098 0.034
Ge 3.57595 -0.38174 1.07713 0.042 0.068 -0.080
C 2.05695 2.35650 1.04407 0.113 0.019 0.002
C 1.77793 2.94211 2.29027 -0.047 -0.076 -0.020
C 1.63015 4.31260 2.39354 -0.006 0.063 -0.025
C 1.76684 5.10822 1.26286 -0.016 0.006 0.063
C 2.04571 4.54226 0.02187 0.012 -0.036 -0.027
C 2.18831 3.17600 -0.09067 -0.014 -0.010 -0.025
C 3.09897 -2.11277 1.63637 -0.041 -0.023 0.019
C 3.85442 -3.22341 1.23630 -0.004 0.043 -0.011
C 3.45946 -4.49148 1.62257 0.006 -0.020 -0.003
C 2.32460 -4.65609 2.40819 0.000 -0.022 0.002
C 1.57367 -3.55921 2.81355 -0.005 0.039 -0.007
C 1.95664 -2.28713 2.42831 0.058 -0.015 0.010
C 5.28581 0.14881 0.51519 -0.016 -0.023 0.057
C 6.40440 -0.62944 0.85199 -0.008 0.007 -0.019
C 7.66116 -0.22770 0.43908 -0.011 -0.044 0.026
C 7.80471 0.93340 -0.31100 0.027 0.023 -0.019
C 6.70127 1.70977 -0.64608 -0.034 0.019 0.000
C 5.44048 1.32830 -0.22754 0.054 -0.039 0.024
H 1.66036 2.30973 3.16152 0.021 0.004 0.005
H 1.40595 4.76229 3.35077 0.000 -0.001 0.002
H 1.65496 6.18118 1.34843 -0.004 0.001 -0.002
H 2.14192 5.17144 -0.85252 0.002 -0.006 -0.001
H 2.36909 2.72451 -1.05814 0.028 -0.009 -0.022
H 4.73126 -3.10230 0.61185 -0.015 -0.008 0.009
H 4.03443 -5.35362 1.31380 0.000 0.001 -0.004
H 2.02544 -5.65080 2.71147 0.001 -0.001 0.001
H 0.69545 -3.69984 3.42943 -0.011 0.001 0.011
H 1.38978 -1.42580 2.76272 -0.010 -0.022 -0.006
H 6.29819 -1.52989 1.44493 -0.002 0.019 -0.004
H 8.53026 -0.81519 0.70077 -0.001 -0.002 0.001
H 8.79046 1.24048 -0.63447 0.000 -0.002 0.000
H 6.82964 2.61240 -1.22730 0.001 0.001 0.002
H 4.58364 1.93882 -0.47636 -0.018 0.025 -0.010
```
Forces are in eV/Å.

The total charge is +2. For the strongest force on any atom, the calculation gives 0.00439 Eh/bohr. The calculation puts the highest occupied orbital energy (alpha / beta) at -14.0 / -14.0 eV. The value obtained for the total energy is -100632.0660 eV. The calculation puts the gap between HOMO and LUMO (alpha / beta) at 6.1 / 6.1 eV.

Record 3
The following is a DFT calculation (the ωB97M-V functional and the def2-TZVPD basis) of a structure of composition C34H33HgN5O6P.

Geometry as XYZ:
```
80
Properties=species:S:1:pos:R:3:forces:R:3
Hg -1.14755 0.54631 1.59098 -0.378 -0.083 0.310
N 0.30029 2.63801 1.84110 0.090 0.073 0.015
C -0.37742 3.39245 2.88796 -0.001 0.076 -0.131
C -0.83191 2.49171 4.03713 0.040 -0.107 0.074
O -0.80661 2.97214 5.18869 -0.044 0.030 0.044
N -1.20297 1.28332 3.67066 0.136 -0.192 -0.014
C -1.50441 0.30913 4.69758 -0.019 0.169 0.104
C -1.17914 -1.14930 4.33154 0.064 0.007 -0.188
O -1.39049 -1.98917 5.22043 -0.022 -0.108 0.105
O -0.71733 -1.37792 3.17380 0.072 -0.126 0.105
H 1.19481 2.27367 2.14508 -0.032 -0.028 -0.017
H 0.41676 3.14087 0.97164 -0.085 -0.053 -0.030
H -1.27456 3.83528 2.45044 -0.024 0.070 -0.047
H 0.21555 4.19605 3.33516 0.040 -0.022 -0.012
H -2.56180 0.34611 4.98447 -0.013 -0.034 -0.003
H -0.93862 0.53346 5.60561 -0.027 0.051 0.015
C -3.54647 4.76854 0.33984 -0.004 -0.062 0.005
C -2.80856 3.49155 -0.06658 0.139 -0.080 -0.287
O -2.98549 2.49258 0.61003 -0.027 0.243 0.119
C -1.94679 3.52227 -1.26612 -0.435 0.370 0.222
C -2.10554 4.56633 -2.19506 -0.017 0.081 -0.012
C -1.39809 4.64797 -3.37346 0.064 -0.174 0.094
C -0.45709 3.62879 -3.64137 -0.052 0.069 0.017
C -0.25452 2.60684 -2.75849 -0.001 -0.001 0.023
C -0.98466 2.48618 -1.51188 0.251 -0.190 -0.130
O -0.73324 1.53607 -0.73141 0.189 -0.024 -0.250
H -3.89415 4.62647 1.36075 -0.013 0.017 0.003
H -4.41505 4.92466 -0.30515 0.010 -0.014 -0.005
H -2.91720 5.65683 0.27642 0.023 -0.022 0.005
H -2.83905 5.33698 -1.98290 0.008 -0.003 -0.001
H -1.56583 5.45870 -4.07043 0.009 0.004 -0.014
H 0.11631 3.65420 -4.56409 -0.005 0.010 -0.002
H 0.46403 1.81928 -2.96099 0.007 -0.002 -0.023
O 1.13180 -0.32943 0.75221 0.360 0.013 -0.113
P 1.91387 -1.18117 -0.17653 -0.154 0.095 0.279
C 1.34722 -1.14525 -1.88054 -0.054 -0.066 0.029
C 2.19915 -1.16225 -2.98016 -0.021 0.033 -0.147
C 1.66773 -1.16164 -4.26482 0.015 0.002 0.135
C 0.28925 -1.14666 -4.43641 -0.017 0.003 -0.108
C -0.55996 -1.13280 -3.33969 -0.007 -0.009 0.143
C -0.03432 -1.13078 -2.05470 -0.037 -0.004 -0.187
C 3.64882 -0.65540 -0.26520 0.020 -0.013 0.104
C 3.87982 0.67085 -0.63276 0.076 0.060 -0.023
C 5.17012 1.17659 -0.64538 -0.063 -0.057 0.008
C 6.23757 0.36142 -0.28363 0.062 0.113 -0.029
C 6.01478 -0.95168 0.09091 -0.127 -0.108 0.009
C 4.71843 -1.46060 0.10322 0.120 0.036 -0.025
C 1.88681 -2.90860 0.33651 -0.040 0.092 -0.023
C 1.19132 -3.18859 1.50900 -0.021 -0.172 0.007
C 1.08390 -4.51303 1.92981 -0.013 0.159 -0.005
C 1.66593 -5.52883 1.19230 0.018 -0.120 -0.001
C 2.35316 -5.24622 0.01455 -0.015 0.112 -0.010
C 2.45409 -3.93355 -0.41870 0.012 -0.135 -0.005
H 3.27428 -1.15684 -2.84051 -0.004 -0.012 0.003
H 2.32746 -1.16365 -5.12414 -0.003 0.001 -0.006
H -0.12625 -1.13661 -5.43775 0.004 0.001 0.006
H -1.63548 -1.11236 -3.46055 0.002 0.010 -0.025
H -0.69279 -1.09552 -1.19577 -0.039 0.025 0.042
H 3.04060 1.30604 -0.89601 -0.014 -0.017 0.005
H 5.34259 2.20735 -0.92804 0.003 0.004 0.000
H 7.24545 0.75973 -0.28510 -0.005 -0.001 -0.008
H 6.84456 -1.58327 0.38337 0.001 -0.002 0.003
H 4.54037 -2.48404 0.40793 0.007 0.005 0.019
H 0.69760 -2.40254 2.07716 0.010 0.030 0.023
H 0.52237 -4.72758 2.83039 0.005 0.002 0.000
H 1.57019 -6.55722 1.52231 0.004 0.006 -0.006
H 2.78716 -6.04719 -0.57167 0.003 -0.004 0.003
H 2.95780 -3.70985 -1.35387 -0.007 0.015 0.005
N -3.96524 -4.12963 0.82420 0.084 0.032 -0.095
C -3.69136 -2.83049 0.32197 -0.209 -0.353 -0.022
C -2.68088 -2.09352 0.87809 0.356 0.345 0.004
N -2.35503 -0.82555 0.39816 -0.340 -0.265 -0.184
C -3.14526 -0.41555 -0.64383 0.179 0.134 0.074
C -4.13103 -1.19064 -1.16502 -0.170 -0.349 0.002
N -4.47465 -2.45074 -0.70587 0.177 0.366 -0.073
H -3.74776 -4.20962 1.80693 -0.037 -0.001 0.029
H -4.93108 -4.35831 0.63576 -0.016 0.006 0.053
H -2.09365 -2.45820 1.71058 -0.036 0.042 0.024
H -2.94800 0.57157 -1.03603 0.018 0.000 0.012
H -4.71466 -0.80451 -1.99402 -0.029 0.002 -0.018
```
Forces are in eV/Å.

The total charge is -2. For the strongest force on any atom, the calculation gives 0.01191 Eh/bohr. The spin multiplicity is 2. The calculation puts the highest occupied orbital energy (alpha / beta) at 0.4 / -2.4 eV. For the energy above the lowest of the compared OMol25 structures with the same formula, charge and spin, the calculation gives 0.0 kJ/mol. The value obtained for the total energy is -68995.5319 eV. The calculation puts the gap between HOMO and LUMO (alpha / beta) at 3.5 / 6.3 eV.

> Which of these has the lowest total charge?

C34H33HgN5O6P

> Which of these has the lowest total charge?

C34H33HgN5O6P